{
  "formula": "C19H33B3Cl30O4",
  "method": "ωB97M-V/def2-TZVPD",
  "charge": 0,
  "energy_ha": -14925.17351,
  "lumo_ev": 0.26,
  "homo_lumo_gap_ev": 10.45,
  "homo_ev": -10.2,
  "multiplicity": 1,
  "symbols": ["C", "C", "B", "O", "B", "O", "O", "B", "C", "C", "O", "H", "H", "H", "C", "Cl", "Cl", "H", "H", "C", "Cl", "Cl", "H", "H", "C", "Cl", "Cl", "H", "H", "C", "Cl", "Cl", "H", "H", "C", "Cl", "Cl", "H", "H", "C", "Cl", "Cl", "H", "H", "C", "Cl", "Cl", "H", "H", "C", "Cl", "Cl", "H", "H", "C", "Cl", "Cl", "H", "H", "C", "Cl", "Cl", "H", "H", "C", "Cl", "Cl", "H", "H", "C", "Cl", "Cl", "H", "H", "C", "Cl", "Cl", "H", "H", "C", "Cl", "Cl", "H", "H", "C", "Cl", "Cl", "H", "H"],
  "xyz": [[-1.3176, 3.4929, -4.1414], [-0.7251, 4.3508, -4.7546], [0.3888, 5.3231, -5.0903], [0.1607, 6.6696, -5.3751], [1.0085, 7.4983, -4.6491], [0.5529, 8.6697, -4.0774], [2.3417, 7.1102, -4.4573], [2.3048, 5.7690, -4.0950], [2.7295, 5.2757, -2.7285], [2.6445, 4.9710, -1.5611], [1.7130, 4.9234, -5.0230], [-1.8558, 2.7606, -3.5732], [0.2185, 8.4351, -3.2014], [2.5579, 4.7311, -0.5271], [1.2103, -0.1092, -3.5908], [0.8094, -0.5523, -1.9295], [0.4122, 1.3955, -4.0774], [2.2835, 0.0204, -3.6693], [0.8778, -0.9061, -4.2462], [-1.6757, -2.6813, 0.7431], [-1.9670, -2.6276, -0.9982], [-0.0740, -2.0516, 1.1553], [-2.4235, -2.0765, 1.2423], [-1.7367, -3.7104, 1.0778], [1.3236, 2.4067, 1.5702], [0.9704, 2.5908, -0.1495], [3.0096, 2.7911, 1.9344], [0.6845, 3.0757, 2.1338], [1.1350, 1.3793, 1.8547], [1.4729, -5.0144, 3.7021], [2.2919, -5.3751, 2.1751], [-0.2840, -5.0596, 3.5321], [1.7685, -5.7548, 4.4355], [1.7663, -4.0227, 4.0273], [3.1654, 0.8426, 5.4342], [2.0349, 1.9617, 6.2115], [2.5510, 0.2636, 3.8812], [4.0996, 1.3600, 5.2648], [3.3169, -0.0103, 6.0845], [3.4906, -2.8717, -0.3703], [3.2429, -2.8518, -2.1143], [5.0749, -2.2300, 0.0906], [2.7226, -2.2620, 0.0920], [3.4192, -3.8949, -0.0249], [-1.5194, -2.3801, 6.4660], [-1.8296, -2.2463, 4.7298], [0.0977, -1.8165, 6.8937], [-2.2477, -1.7809, 6.9965], [-1.6050, -3.4220, 6.7510], [-4.5409, 0.1674, -4.1053], [-4.1167, -1.5414, -4.2692], [-3.1285, 1.2122, -4.3486], [-5.2922, 0.4100, -4.8432], [-4.9278, 0.3366, -3.1072], [7.0157, -0.5862, 4.4627], [5.8633, 0.3424, 3.4989], [6.2522, -1.3221, 5.8810], [7.4247, -1.3752, 3.8438], [7.8019, 0.0775, 4.8008], [-0.0361, 11.7045, -5.0329], [-1.5008, 11.7270, -4.0438], [0.3016, 13.2862, -5.7520], [0.7986, 11.4207, -4.4055], [-0.1712, 10.9827, -5.8279], [4.0462, -5.8854, -4.7480], [3.6588, -6.3954, -3.1005], [3.2507, -4.3707, -5.1983], [5.1175, -5.7454, -4.8234], [3.7156, -6.6589, -5.4300], [0.4601, -8.4145, 1.3621], [1.7878, -9.5587, 1.5993], [-1.1147, -9.1740, 1.6281], [0.5738, -7.5996, 2.0647], [0.4996, -8.0411, 0.3459], [-8.7508, 0.5521, -3.9764], [-7.6932, -0.3367, -5.0796], [-8.0135, 0.7572, -2.3822], [-8.9459, 1.5305, -4.3979], [-9.6739, -0.0028, -3.8638], [-2.9410, 0.2067, 9.6292], [-1.8114, 0.8820, 8.4489], [-2.7982, -1.5507, 9.7811], [-2.7301, 0.6475, 10.5956], [-3.9505, 0.4445, 9.3172], [-5.3449, -4.2008, -0.6044], [-5.3878, -4.3143, 1.1619], [-6.1108, -2.7239, -1.1945], [-4.3101, -4.1971, -0.9207], [-5.8687, -5.0527, -1.0204]],
  "forces_ev_per_a": [[-0.1, 1.0, -0.1], [-0.1, -0.6, 0.4], [0.1, 0.2, -1.4], [-0.2, -0.2, 1.1], [0.5, 0.7, -0.7], [0.0, -0.5, -0.1], [-0.9, -0.1, 1.0], [1.2, 0.0, -1.2], [-0.2, -0.1, 0.8], [0.2, 0.3, -0.5], [-0.5, -0.4, 1.1], [0.2, 0.5, -0.1], [-0.1, 0.5, 0.0], [0.2, -0.1, 0.0], [0.0, -0.1, -0.1], [-0.1, 0.1, 0.0], [0.5, -0.5, 0.0], [0.0, 0.1, 0.1], [-0.1, 0.0, 0.0], [-0.1, -0.1, 0.0], [-0.1, 0.0, 0.0], [0.1, 0.0, 0.1], [0.0, 0.1, 0.0], [0.1, 0.0, 0.0], [-0.1, -0.1, 0.0], [-0.2, -0.1, 0.0], [0.1, 0.3, -0.2], [0.0, 0.1, 0.0], [0.0, 0.0, 0.0], [0.0, 0.1, 0.1], [0.1, 0.0, 0.0], [0.0, -0.2, 0.0], [0.0, -0.1, -0.1], [-0.1, 0.1, -0.1], [-0.1, 0.0, 0.1], [0.0, 0.0, 0.0], [-0.2, -0.4, 0.3], [0.0, 0.1, -0.1], [-0.1, 0.0, 0.0], [-0.1, 0.1, 0.0], [0.2, -0.1, 0.0], [0.0, 0.0, 0.0], [0.0, 0.1, 0.0], [0.1, 0.0, 0.0], [-0.1, -0.1, 0.0], [-0.1, 0.1, 0.0], [0.1, 0.0, 0.0], [0.0, 0.1, 0.0], [0.0, 0.0, 0.0], [0.1, 0.0, 0.1], [0.0, 0.0, 0.0], [-0.6, -0.6, -0.2], [0.2, 0.0, -0.1], [0.1, 0.0, 0.0], [0.1, 0.0, -0.1], [0.2, 0.0, -0.1], [0.0, 0.0, 0.0], [-0.1, 0.0, 0.0], [0.0, 0.0, 0.1], [0.1, -0.1, 0.0], [0.0, 0.0, 0.0], [0.0, 0.0, 0.0], [0.0, 0.0, 0.0], [-0.1, 0.0, 0.0], [0.0, 0.0, 0.0], [0.0, 0.0, 0.0], [0.0, 0.0, -0.1], [0.0, 0.1, 0.1], [-0.1, 0.0, 0.0], [0.0, 0.0, 0.0], [0.0, 0.1, 0.0], [0.0, 0.0, 0.0], [0.0, 0.0, 0.1], [0.0, -0.1, 0.0], [-0.1, 0.0, 0.0], [-0.2, -0.1, -0.1], [0.0, 0.0, 0.0], [0.1, 0.0, 0.0], [0.0, -0.1, 0.0], [0.0, 0.2, 0.1], [-0.1, 0.0, 0.0], [0.0, 0.0, 0.0], [0.1, 0.0, 0.0], [0.0, -0.1, -0.1], [0.0, 0.0, -0.1], [0.1, 0.0, 0.0], [0.0, 0.0, 0.0], [0.1, 0.1, 0.0], [-0.1, 0.0, 0.1]]
}